Entry 1:
A cluster of 3 separate species, C22H35Br2N3O9P in total in a non-equilibrium geometry, computed with the ωB97M-V functional and the def2-TZVPD basis.

Summary:
HOMO in eV: -11.426
Orbital gap in eV: 6.2
Charge: +1
2S+1: 1

Geometry (Å):
C  1.5317  -3.5609  3.4836
C  1.2386  -2.6408  2.5726
C  1.1746  -1.6149  1.3681
C  1.2185  -2.0644  -0.1829
C  1.2994  -3.6769  -0.4309
O  0.0358  -4.2114  0.1206
N  0.0693  -5.5726  0.0934
O  -0.1163  -5.9212  1.2404
N  1.1532  -1.1700  -1.2861
N  1.0581  0.1390  -1.0360
C  1.0379  0.9853  -2.3194
O  1.4250  0.2025  -3.4645
C  2.8645  0.2145  -3.6868
O  3.6626  0.5095  -2.5167
C  4.6026  -0.5515  -2.1880
C  6.0146  0.2050  -1.8135
O  7.0457  -0.7293  -1.3613
C  0.9737  0.8787  0.2141
C  0.8128  2.4854  0.3619
Br  -0.8087  2.9919  1.4665
C  2.1800  3.2301  0.8920
C  2.0089  4.0003  2.2996
Br  3.7859  1.9956  0.8559
C  1.0501  -0.0187  1.5501
P  1.0340  0.6247  3.3284
O  2.6686  0.4861  3.8753
O  -0.0205  -0.3514  4.3187
H  1.8991  -4.4129  4.1780
H  2.1889  -4.1636  0.1332
H  1.3020  -3.9183  -1.5607
H  1.5905  1.9844  -2.1980
H  -0.0915  1.2481  -2.4667
H  3.0687  1.0793  -4.4483
H  3.1335  -0.7580  -4.2357
H  4.2791  -1.0927  -1.2096
H  4.8601  -1.2650  -3.0507
H  6.3139  0.7861  -2.7735
H  5.8602  1.0199  -0.9932
H  6.9511  -0.7145  -0.3678
H  0.5807  3.0152  -0.6526
H  2.4657  4.0604  0.1208
H  1.4381  4.9948  2.2222
H  1.5402  3.3825  3.1449
H  3.0913  4.2620  2.6563
H  3.1574  -0.1593  3.2990
H  -0.7653  0.2017  4.6580
C  -4.5062  0.0502  1.9502
C  -5.6312  1.0571  1.8922
C  -5.1366  2.1380  2.8321
O  -3.7033  2.1259  2.7609
C  -3.2890  0.9435  2.0626
H  -4.4673  -0.6154  1.0861
H  -4.6038  -0.5640  2.8524
H  -5.7188  1.4569  0.8760
H  -6.6014  0.6500  2.1836
H  -5.4222  1.9258  3.8677
H  -5.5096  3.1296  2.5642
H  -2.9289  1.2477  1.0749
H  -2.4662  0.4663  2.6025
C  -2.8256  -1.7416  -2.8775
C  -3.4735  -0.5229  -3.4918
C  -4.1466  0.1146  -2.2935
O  -3.3486  -0.2124  -1.1460
C  -2.4021  -1.2228  -1.5186
H  -1.9919  -2.1374  -3.4612
H  -3.5691  -2.5370  -2.7587
H  -2.7024  0.1473  -3.8878
H  -4.1709  -0.7552  -4.2988
H  -5.1480  -0.2983  -2.1335
H  -4.2283  1.2004  -2.3869
H  -1.4126  -0.7539  -1.5639
H  -2.3818  -2.0069  -0.7573

Forces on atoms 1 to 6 (eV/Å):
-1.0 4.7 -5.3
2.2 -3.6 2.8
-0.5 2.3 -1.8
-0.3 0.9 1.5
-0.4 0.9 -1.1
1.4 2.7 -0.8

Computed Löwdin charges, given in elementary charges: number 1, C, carries 0.172; number 2, C, carries -0.056; number 3, C, carries -0.025; number 4, C, carries -0.042; number 5, C, carries -0.094; number 6, O, carries -0.176; number 7, N, carries -0.017; number 8, O, carries 0.061; number 9, N, carries 0.169; number 10, N, carries -0.051; number 11, C, carries -0.119; number 12, O, carries -0.107; number 13, C, carries -0.182; number 14, O, carries -0.188; number 15, C, carries -0.165; number 16, C, carries -0.216; number 17, O, carries -0.101; number 18, C, carries -0.115; number 19, C, carries -0.578; number 20, Br, carries 0.818; number 21, C, carries -0.648; number 22, C, carries -0.204; number 23, Br, carries 0.709; number 24, C, carries -0.170; number 25, P, carries 0.904; number 26, O, carries -0.307; number 27, O, carries -0.311; number 28, H, carries 0.100; number 29, H, carries 0.147; number 30, H, carries 0.144; number 31, H, carries 0.153; number 32, H, carries 0.169; number 33, H, carries 0.161; number 34, H, carries 0.153; number 35, H, carries 0.124; number 36, H, carries 0.140; number 37, H, carries 0.139; number 38, H, carries 0.083; number 39, H, carries 0.105; number 40, H, carries 0.096; number 41, H, carries 0.112; number 42, H, carries 0.088; number 43, H, carries 0.029; number 44, H, carries 0.094; number 45, H, carries 0.050; number 46, H, carries 0.060; number 47, C, carries -0.172; number 48, C, carries -0.167; number 49, C, carries -0.194; number 50, O, carries -0.180; number 51, C, carries -0.275; number 52, H, carries 0.102; number 53, H, carries 0.120; number 54, H, carries 0.116; number 55, H, carries 0.119; number 56, H, carries 0.120; number 57, H, carries 0.120; number 58, H, carries 0.056; number 59, H, carries 0.094; number 60, C, carries -0.166; number 61, C, carries -0.170; number 62, C, carries -0.192; number 63, O, carries -0.162; number 64, C, carries -0.202; number 65, H, carries 0.117; number 66, H, carries 0.123; number 67, H, carries 0.113; number 68, H, carries 0.121; number 69, H, carries 0.124; number 70, H, carries 0.121; number 71, H, carries 0.084; number 72, H, carries 0.121

---

Entry 2:
A structure of composition C22H35BrGeN4Pt, computed with the ωB97M-V functional and the def2-TZVPD basis.

Summary:
HOMO (alpha / beta) in eV: -6.463 / -8.264
Orbital gap (alpha / beta) in eV: 6.9 / 6.3
2S+1: 5

Geometry (Å):
Pt  0.0386  -0.0027  0.0026
C  -0.5427  -1.4659  2.9700
N  -0.0913  -0.1389  2.5488
C  -0.9071  0.8983  3.1915
C  1.3054  0.0927  2.9159
C  2.2847  -0.6505  2.0296
N  2.3072  -0.1293  0.6560
C  3.0482  1.1376  0.6021
C  2.9952  -1.1042  -0.2031
H  -0.3882  -1.6144  4.0477
H  -0.0132  -2.2424  2.4245
H  -1.6023  -1.5786  2.7522
H  -0.8171  0.8391  4.2854
H  -1.9498  0.7804  2.9244
H  -0.5867  1.8813  2.8580
H  1.4854  -0.2047  3.9585
H  1.4861  1.1644  2.8431
H  2.0069  -1.7029  1.9764
H  3.2874  -0.5873  2.4721
H  4.0852  0.9869  0.9281
H  2.5808  1.8911  1.2284
H  3.0460  1.5234  -0.4127
H  3.9883  -1.3446  0.1980
H  3.1082  -0.7007  -1.2069
H  2.4052  -2.0124  -0.2798
C  2.4572  -0.2117  -6.0062
C  1.1274  -0.6161  -6.0890
C  0.2505  -0.3811  -5.0505
C  0.6866  0.3147  -3.9026
C  2.0228  0.7375  -3.8385
C  2.8961  0.4630  -4.8709
N  -0.1417  0.5903  -2.8569
N  -1.4081  0.4496  -2.9216
C  -2.2822  0.2305  -1.9046
C  -3.6510  0.3068  -2.2417
C  -4.6259  0.1070  -1.2946
C  -4.2672  -0.1845  0.0141
C  -2.9220  -0.2693  0.3623
C  -1.9110  -0.0692  -0.5582
H  3.1415  -0.4136  -6.8193
H  0.7737  -1.1292  -6.9746
H  -0.7791  -0.7100  -5.0978
H  2.3438  1.2949  -2.9700
H  3.9265  0.7876  -4.7964
H  -3.8981  0.5343  -3.2713
H  -5.6708  0.1718  -1.5698
H  -5.0253  -0.3487  0.7698
H  -2.6736  -0.5146  1.3811
Br  0.0053  2.4766  0.1311
C  -1.6234  -4.4139  0.7470
Ge  0.0615  -3.7123  -0.0227
C  1.4736  -4.2033  1.2883
C  0.4779  -4.7465  -1.6573
C  -0.0484  -1.8916  -0.6811
H  -1.5614  -5.5026  0.7913
H  -2.4757  -4.1377  0.1260
H  -1.7871  -4.0340  1.7564
H  1.4081  -5.2825  1.4426
H  1.3536  -3.7321  2.2647
H  2.4760  -3.9845  0.9180
H  0.5424  -5.8143  -1.4399
H  1.4300  -4.4208  -2.0788
H  -0.2987  -4.5937  -2.4083
H  -0.3413  -1.9605  -1.7312

Forces on atoms 1 to 6 (eV/Å):
-0.3 -0.7 -0.1
0.0 0.0 -0.1
-0.1 0.0 -0.2
0.0 0.1 0.0
0.3 0.0 -0.1
-0.2 0.0 0.1

Computed Löwdin charges, given in elementary charges: number 1, Pt, carries 0.931; number 2, C, carries -0.080; number 3, N, carries -0.300; number 4, C, carries -0.104; number 5, C, carries -0.199; number 6, C, carries -0.187; number 7, N, carries -0.359; number 8, C, carries -0.137; number 9, C, carries -0.095; number 10, H, carries 0.104; number 11, H, carries 0.031; number 12, H, carries 0.078; number 13, H, carries 0.099; number 14, H, carries 0.077; number 15, H, carries 0.036; number 16, H, carries 0.134; number 17, H, carries 0.105; number 18, H, carries 0.086; number 19, H, carries 0.135; number 20, H, carries 0.097; number 21, H, carries 0.033; number 22, H, carries 0.069; number 23, H, carries 0.101; number 24, H, carries 0.085; number 25, H, carries 0.034; number 26, C, carries -0.097; number 27, C, carries -0.093; number 28, C, carries -0.024; number 29, C, carries -0.277; number 30, C, carries -0.036; number 31, C, carries -0.093; number 32, N, carries 0.059; number 33, N, carries 0.105; number 34, C, carries -0.297; number 35, C, carries -0.031; number 36, C, carries -0.100; number 37, C, carries -0.088; number 38, C, carries -0.124; number 39, C, carries -0.323; number 40, H, carries 0.098; number 41, H, carries 0.103; number 42, H, carries 0.104; number 43, H, carries 0.099; number 44, H, carries 0.102; number 45, H, carries 0.109; number 46, H, carries 0.101; number 47, H, carries 0.100; number 48, H, carries 0.057; number 49, Br, carries 0.017; number 50, C, carries -0.215; number 51, Ge, carries 0.717; number 52, C, carries -0.228; number 53, C, carries -0.226; number 54, C, carries -0.374; number 55, H, carries 0.016; number 56, H, carries 0.017; number 57, H, carries 0.002; number 58, H, carries 0.022; number 59, H, carries -0.004; number 60, H, carries 0.012; number 61, H, carries 0.015; number 62, H, carries 0.016; number 63, H, carries 0.017; number 64, H, carries -0.032

---

Entry 3:
A structure of composition C22H35BrO2P2Pb in a non-equilibrium geometry, computed with the ωB97M-V functional and the def2-TZVPD basis.

Summary:
HOMO (alpha / beta) in eV: -12.691 / -12.597
Orbital gap (alpha / beta) in eV: 2.6 / 2.5
Charge: +2
2S+1: 1

Geometry (Å):
P  1.5252  0.9551  -4.3344
P  1.2457  -2.1432  -3.6098
C  2.3396  -0.2926  -5.4567
C  1.6948  -1.6813  -5.3605
H  3.3940  -0.3543  -5.1596
H  2.3145  0.0788  -6.4905
H  0.7677  -1.6987  -5.9468
H  2.3588  -2.4500  -5.7794
C  2.7410  -3.1525  -3.1705
H  2.5615  -3.6685  -2.2218
H  3.6059  -2.4965  -3.0329
H  2.9760  -3.8972  -3.9413
C  0.0688  -3.5292  -3.9832
H  0.4969  -4.2577  -4.6829
H  -0.8506  -3.1205  -4.4143
H  -0.1958  -4.0439  -3.0539
C  2.8613  2.2436  -4.3384
H  2.4974  3.1487  -3.8416
H  3.1834  2.5018  -5.3549
H  3.7246  1.8752  -3.7751
C  0.3666  1.7452  -5.5514
H  -0.4530  1.0589  -5.7849
H  0.8755  2.0244  -6.4826
H  -0.0699  2.6434  -5.1028
Pb  -0.8545  0.9677  2.0039
C  -1.1347  -0.7979  0.6753
C  0.1840  -0.8259  1.1175
C  1.3875  -0.3956  0.2949
C  1.7891  1.0819  0.5251
C  0.6168  2.0207  0.7047
C  -0.5853  1.9784  0.0059
C  -0.8997  1.0164  -1.1278
C  -1.6204  -0.2701  -0.6564
C  -1.2707  2.7115  3.0535
H  -1.8528  -1.4151  1.2116
H  0.3987  -1.4399  1.9890
H  1.1930  -0.5764  -0.7657
H  2.2384  -1.0304  0.5632
H  2.3975  1.1439  1.4339
H  2.4298  1.4260  -0.3012
H  0.8417  2.9333  1.2537
H  -1.2313  2.8498  0.0831
H  0.0201  0.7634  -1.6623
H  -1.5436  1.5277  -1.8509
H  -2.6895  -0.0564  -0.5511
H  -1.5344  -1.0491  -1.4294
H  -2.2480  2.6564  3.5437
H  -1.2489  3.5931  2.3998
H  -0.5105  2.8404  3.8348
Br  -4.1440  -1.3732  4.4430
C  -3.2618  -0.7431  6.0289
C  -3.9781  -0.8556  7.2296
C  -3.4269  -0.4147  8.4331
C  -2.1483  0.1332  8.4533
C  -1.4178  0.2460  7.2701
C  -1.9581  -0.1817  6.0363
C  -1.1591  0.0555  4.8047
O  0.0444  0.5811  4.9203
O  -1.7246  -0.0003  3.6118
H  -4.9744  -1.2780  7.2297
H  -3.9945  -0.4942  9.3519
H  -1.7236  0.4844  9.3858
H  -0.4354  0.6978  7.3231

Forces on atoms 1 to 6 (eV/Å):
0.4 0.8 -0.8
0.1 -1.2 -0.4
0.0 -0.1 0.3
-0.2 0.2 0.1
-0.1 0.1 0.0
0.1 0.0 0.2

Computed Löwdin charges, given in elementary charges: number 1, P, carries 0.798; number 2, P, carries 0.792; number 3, C, carries -0.437; number 4, C, carries -0.436; number 5, H, carries 0.078; number 6, H, carries 0.088; number 7, H, carries 0.079; number 8, H, carries 0.088; number 9, C, carries -0.303; number 10, H, carries 0.030; number 11, H, carries 0.032; number 12, H, carries 0.050; number 13, C, carries -0.313; number 14, H, carries 0.051; number 15, H, carries 0.032; number 16, H, carries 0.030; number 17, C, carries -0.313; number 18, H, carries 0.030; number 19, H, carries 0.051; number 20, H, carries 0.030; number 21, C, carries -0.299; number 22, H, carries 0.033; number 23, H, carries 0.050; number 24, H, carries 0.031; number 25, Pb, carries 1.629; number 26, C, carries -0.158; number 27, C, carries -0.113; number 28, C, carries -0.115; number 29, C, carries -0.112; number 30, C, carries -0.195; number 31, C, carries -0.161; number 32, C, carries -0.132; number 33, C, carries -0.115; number 34, C, carries -0.160; number 35, H, carries 0.151; number 36, H, carries 0.157; number 37, H, carries 0.088; number 38, H, carries 0.150; number 39, H, carries 0.140; number 40, H, carries 0.159; number 41, H, carries 0.146; number 42, H, carries 0.144; number 43, H, carries 0.065; number 44, H, carries 0.147; number 45, H, carries 0.138; number 46, H, carries 0.153; number 47, H, carries 0.058; number 48, H, carries 0.042; number 49, H, carries 0.059; number 50, Br, carries 0.798; number 51, C, carries -0.553; number 52, C, carries -0.106; number 53, C, carries -0.037; number 54, C, carries -0.044; number 55, C, carries 0.004; number 56, C, carries -0.164; number 57, C, carries -0.472; number 58, O, carries -0.041; number 59, O, carries -0.293; number 60, H, carries 0.106; number 61, H, carries 0.121; number 62, H, carries 0.118; number 63, H, carries 0.123

---

Which formula does entry 1 have?
C22H35Br2N3O9P